178
Properties=species:S:1:pos:R:3:forces:R:3:lowdin_charge:R:1 method="wB97M-V/def2-TZVPD" total_charge=+6 energy_ha=-8512.8923 homo_lumo_gap_ev=7.0
C 17.808635 14.760595 9.828605 -1.054 0.551 1.156 -0.036
C 16.827005 14.019335 10.781105 1.074 1.859 -0.356 -0.223
N 17.225085 12.678225 10.852055 2.321 -4.802 0.756 -0.081
C 16.780435 11.623115 10.056755 0.294 -1.746 1.512 0.010
C 17.400855 10.445535 10.496385 -0.075 1.776 -0.445 0.006
N 18.394325 10.777755 11.394835 -2.297 4.184 -0.696 -0.081
C 18.253345 12.183415 11.635965 -1.107 -2.662 -1.376 0.071
C 19.211245 9.887125 12.166395 0.455 -0.835 1.163 -0.001
H 17.489475 15.790045 9.991295 0.267 0.336 -0.772 0.058
H 17.808635 14.457085 8.781715 -0.158 0.035 0.186 0.094
H 18.794815 14.694675 10.288175 0.066 -0.145 -0.240 0.070
H 15.759965 14.112265 10.578875 0.138 -0.168 -0.410 0.125
H 17.017865 14.448785 11.764595 -0.087 0.087 0.142 0.048
H 15.972965 11.653985 9.340195 0.105 0.459 0.112 0.133
H 17.128165 9.423545 10.278265 0.392 0.079 -0.303 0.143
H 18.813825 12.721145 12.386375 0.047 0.268 -0.131 0.100
H 18.645375 9.618955 13.058565 0.337 0.342 0.378 0.107
H 20.174475 10.351345 12.378035 -0.228 0.008 0.202 0.113
H 19.418155 8.904895 11.741555 -0.174 0.392 -0.887 0.114
C 9.340765 18.838635 24.353685 1.173 -1.289 1.011 -0.022
C 9.708555 17.671195 25.395815 -0.853 1.179 -0.578 -0.114
N 10.758055 16.754105 24.931085 4.619 -0.361 -1.372 -0.026
C 10.966415 15.429545 25.284765 0.123 -0.615 -0.412 0.006
C 12.172205 14.950455 24.769205 -1.437 0.949 -0.550 0.003
N 12.698825 15.982565 24.012695 -1.712 2.301 1.455 -0.100
C 11.925325 17.104355 24.255495 -1.033 -1.670 -0.587 0.034
C 13.901145 15.971755 23.173915 0.413 -0.341 0.841 0.007
H 8.788805 19.600635 24.903945 -0.297 -0.253 -0.251 0.092
H 8.879405 18.488995 23.430105 -0.431 -0.099 0.368 0.071
H 10.253635 19.317015 23.998805 0.138 0.060 0.188 0.043
H 8.872745 17.028575 25.672485 -0.185 0.114 -0.353 0.126
H 10.028615 18.100635 26.345145 0.235 0.128 -0.131 0.133
H 10.158275 14.909355 25.777415 0.346 -0.113 0.282 0.140
H 12.681015 13.997825 24.766695 -0.410 -0.044 0.270 0.134
H 12.196015 18.060445 23.832395 -0.475 0.064 0.035 0.148
H 14.746635 16.341475 23.754055 -0.010 0.134 -0.039 0.104
H 13.791715 16.563195 22.264895 -0.320 -0.122 0.150 0.080
H 14.134275 14.929915 22.954095 -0.142 0.101 -0.235 0.095
C 13.152915 24.004895 19.102195 -0.013 -0.106 -0.329 -0.039
C 14.089665 22.799635 18.964275 -0.608 0.937 -1.009 -0.187
N 14.484655 22.224475 20.239955 1.150 -2.379 2.626 -0.038
C 13.684885 21.392155 21.077385 2.216 -0.082 0.629 0.050
C 14.550095 20.810255 22.051455 -0.205 1.541 -2.299 0.043
N 15.861435 21.275175 21.778165 -2.438 1.458 -1.865 -0.091
C 15.747175 22.124505 20.712105 0.110 -0.674 0.108 -0.013
C 17.093215 20.996695 22.535295 -0.353 0.259 -0.196 0.029
H 12.675345 24.288295 18.164265 0.338 -0.297 -0.379 0.079
H 13.746245 24.879765 19.368045 -0.392 -0.028 0.614 0.094
H 12.288955 23.776095 19.726155 0.329 0.226 0.540 0.092
H 14.970065 23.103945 18.398255 0.307 0.011 0.408 0.125
H 13.640235 22.040365 18.324255 -0.208 -0.387 0.411 0.099
H 12.639765 21.320655 20.814655 -0.394 -0.377 0.631 0.103
H 14.434275 20.112155 22.867325 -0.464 0.224 -0.148 0.123
H 16.585745 22.573925 20.200995 0.031 0.137 0.271 0.164
H 16.805865 20.312065 23.333295 0.359 0.079 -0.067 0.103
H 17.481635 21.931395 22.939725 -0.081 -0.153 0.157 0.115
H 17.833695 20.571525 21.857785 -0.082 -0.169 0.208 0.098
C 10.659985 16.284865 20.579735 0.083 -0.368 0.821 -0.057
C 10.739685 14.913755 19.910385 -0.088 1.051 0.100 -0.172
N 10.656315 13.817135 20.876715 -2.025 -0.551 1.529 -0.043
C 11.700155 13.049085 21.255335 -0.376 -2.720 0.900 -0.014
C 11.176535 11.983765 22.026395 1.996 2.005 -1.253 0.005
N 9.861675 12.207965 22.147775 0.726 1.163 -0.486 -0.122
C 9.515105 13.353025 21.537125 2.152 0.162 -1.908 0.057
C 8.978465 11.258015 22.716035 -2.027 -0.506 0.580 0.023
H 11.396705 16.359655 21.379585 0.620 0.308 -0.346 0.054
H 9.759885 16.430885 21.176885 -0.491 -0.106 -0.510 0.084
H 10.717095 17.096915 19.854875 0.130 -0.063 0.247 0.062
H 11.694125 14.745905 19.411415 -0.112 0.170 -0.148 0.099
H 9.958135 14.893105 19.150875 0.002 -0.734 0.074 0.110
H 12.711495 13.088145 20.878415 -0.210 0.434 -0.102 0.133
H 11.687915 11.136745 22.459365 -0.198 0.059 -0.041 0.147
H 8.545825 13.794355 21.357875 -0.077 -0.328 0.289 0.176
H 8.278075 11.029955 21.912585 -0.471 -0.151 0.503 0.122
H 8.518385 11.740035 23.578645 -0.438 -0.395 -0.090 0.119
H 9.412735 10.309545 23.032135 0.552 0.409 -0.138 0.121
C 13.189375 18.339695 18.962615 -0.704 0.240 0.123 -0.055
C 14.127575 18.814355 17.900195 -0.039 0.827 0.739 -0.195
N 14.701515 17.744795 17.113345 1.099 -2.767 -0.952 -0.025
C 15.959665 17.834175 16.536685 0.361 -0.459 -0.590 -0.032
C 16.200995 16.736945 15.735255 -2.382 1.174 -0.269 -0.007
N 14.970205 16.044705 15.688535 1.415 2.301 4.328 -0.076
C 14.197055 16.513475 16.737455 0.730 1.349 -2.391 0.044
C 14.743765 14.898485 14.919495 -1.487 -2.106 -0.923 -0.043
H 13.531325 17.617995 19.704465 0.415 -0.310 -0.493 0.086
H 12.334455 17.970335 18.396235 -0.417 -0.207 0.672 0.068
H 12.907495 19.185075 19.590285 -0.516 0.099 -0.225 0.064
H 14.877135 19.494865 18.304125 0.763 -0.670 0.075 0.119
H 13.598485 19.514375 17.253565 -0.375 -0.356 -0.427 0.113
H 16.562275 18.712235 16.716315 0.056 -0.226 0.041 0.125
H 16.969035 16.460305 15.028155 0.595 0.009 0.066 0.004
H 13.314515 15.960425 17.023235 -0.540 0.414 0.128 0.091
H 15.313995 14.919235 13.990775 0.306 -0.032 0.357 0.101
H 13.686325 14.835045 14.662785 -0.157 0.455 -0.041 0.025
H 14.841075 13.970465 15.482885 0.768 0.007 -0.007 0.122
C 19.676855 17.518805 17.078275 -1.592 -0.150 -1.007 -0.114
C 21.075045 17.066425 16.954045 0.809 0.564 1.188 -0.166
N 21.968215 18.207145 16.969795 2.718 2.975 0.501 -0.054
C 23.249265 18.172205 16.478465 0.785 -0.153 -0.704 0.013
C 23.884915 19.376555 16.704645 -0.835 -0.425 -0.879 0.019
N 22.958555 20.200995 17.258305 -1.228 -1.651 1.784 -0.083
C 21.849815 19.426005 17.557505 0.022 0.296 -1.454 0.008
C 23.194485 21.607405 17.659305 -1.643 -0.173 0.295 0.040
H 19.289605 18.100365 16.241655 0.355 0.134 -0.284 0.072
H 19.521175 18.113925 17.978105 -0.130 -0.407 0.207 0.073
H 19.082875 16.605415 17.046525 -0.287 0.104 0.492 0.078
H 21.386715 16.487985 16.084355 -0.602 -0.282 0.198 0.128
H 21.272345 16.609445 17.923765 0.329 -0.951 -0.407 0.148
H 23.564755 17.311995 15.906705 0.268 0.070 0.225 0.147
H 24.834225 19.812375 16.430285 0.086 -0.552 -0.117 0.152
H 20.912005 19.698925 18.018395 0.445 0.561 0.060 0.142
H 23.043615 21.698625 18.734955 0.552 -0.079 0.013 0.105
H 22.341865 22.134085 17.230645 0.401 0.451 -0.236 0.098
H 24.147005 22.018075 17.324395 -0.154 -0.419 -0.021 0.116
C 10.624555 17.599005 13.230525 0.591 0.031 -0.555 -0.045
C 11.672885 17.754555 14.333125 -0.182 1.178 -0.310 -0.204
N 11.114425 18.728845 15.303905 -1.787 3.069 2.804 -0.041
C 10.147095 18.390415 16.311885 1.804 1.824 -0.502 0.029
C 9.920345 19.534335 17.077275 0.146 -0.601 -1.073 0.027
N 10.581795 20.622975 16.510455 1.585 -5.471 -3.020 -0.094
C 11.297955 20.129745 15.415935 -1.373 -2.083 1.466 0.040
C 10.597275 21.937355 16.963145 -0.756 2.714 0.236 -0.018
H 10.501395 18.509135 12.643495 -0.165 0.294 0.404 0.088
H 9.679555 17.310235 13.690635 0.036 -0.073 -0.202 0.091
H 10.901905 16.886125 12.454005 0.074 -0.425 0.373 0.075
H 12.629305 18.219515 14.093995 0.006 -0.058 -0.826 0.104
H 11.935325 16.807255 14.804135 -0.585 0.021 0.473 0.021
H 9.811455 17.364285 16.340405 -0.068 0.030 0.389 0.096
H 9.352555 19.673925 17.985315 -0.067 -0.074 -0.072 0.122
H 11.829835 20.772375 14.729985 0.126 -0.216 0.039 0.153
H 10.236065 21.980685 17.990645 0.468 -0.035 0.237 0.098
H 9.894485 22.533935 16.381525 -0.199 0.003 -0.064 0.124
H 11.559465 22.414775 16.777755 0.112 -0.206 0.455 0.093
C 19.507305 22.918945 10.316285 0.980 -0.074 -0.128 -0.054
C 18.156295 22.377665 9.930665 0.006 1.268 -0.262 -0.178
N 17.824025 21.200545 10.686795 -1.789 -2.577 4.786 -0.042
C 18.232995 19.934415 10.399695 -0.060 -1.516 0.366 0.013
C 17.742665 19.008235 11.344905 -0.151 1.300 -1.502 0.014
N 16.962175 19.710365 12.229305 1.929 4.105 -1.796 -0.098
C 17.178715 21.081065 11.933965 -0.537 -1.550 -2.010 0.070
C 16.289415 19.200495 13.394715 0.702 -0.289 0.770 -0.016
H 19.610125 23.907415 9.868565 0.266 -0.091 0.085 0.101
H 20.321015 22.271405 9.989665 -0.040 0.060 -0.544 0.087
H 19.719785 22.967745 11.384255 -0.690 0.336 0.193 0.083
H 18.079735 22.137485 8.870215 0.256 -0.285 0.049 0.146
H 17.403435 23.156375 10.052745 -0.224 -0.270 0.438 0.138
H 18.908165 19.818745 9.564725 -0.224 -0.461 -0.042 0.151
H 17.799335 17.933735 11.437895 0.319 0.056 -0.237 0.101
H 16.853145 21.898945 12.559655 -0.228 -0.035 -0.291 0.154
H 16.818765 19.634755 14.242835 -0.253 -0.184 0.274 0.096
H 16.454975 18.123305 13.413435 -0.047 0.096 0.001 0.074
H 15.223735 19.413065 13.479825 0.105 0.194 -0.490 0.095
C 9.157695 9.291195 11.316255 -0.111 0.611 0.060 -0.046
C 10.687265 9.193685 11.247705 -0.457 -0.501 0.122 -0.157
N 11.341545 10.258725 12.008685 1.327 4.021 1.823 -0.047
C 11.537775 10.321535 13.429525 -0.032 0.845 -0.934 0.023
C 11.935175 11.589945 13.817155 -0.369 -0.676 -2.974 0.008
N 12.033335 12.366585 12.595945 -1.931 -6.005 -1.002 -0.092
C 11.671285 11.503635 11.542575 -0.135 -0.064 2.616 0.050
C 12.453285 13.691805 12.485185 0.860 1.616 0.645 -0.061
H 8.647625 8.393155 10.967765 0.313 -0.135 0.218 0.097
H 8.770065 10.094245 10.689395 0.266 0.100 -0.209 0.082
H 8.824275 9.565055 12.317225 0.019 -0.426 0.153 0.081
H 11.014595 9.255625 10.209865 0.246 -0.125 0.156 0.133
H 11.069705 8.293255 11.728385 -0.183 -0.241 -0.402 0.132
H 11.377075 9.441605 14.034745 -0.079 0.122 -0.046 0.138
H 12.123035 12.019935 14.789895 -0.046 0.036 -0.127 0.055
H 11.582675 11.781115 10.502595 0.105 0.155 0.088 0.164
H 13.438645 13.725805 12.949955 0.136 0.308 -0.247 0.071
H 11.790685 14.294485 13.106345 -0.060 0.330 -0.189 0.048
H 12.531205 14.057435 11.461295 -0.265 -0.233 0.059 0.112
Br 10.982615 14.413425 15.979205 0.577 0.411 0.078 -0.288
Br 19.134145 15.508665 13.602935 -0.664 0.232 0.076 -0.422
O 8.952525 19.230285 20.540795 -0.157 -0.905 0.281 0.052
C 10.045335 20.006565 20.779365 2.039 0.475 0.926 -0.844
O 10.057365 21.125625 20.259805 -0.189 0.987 -1.183 -0.033
O 10.984575 19.550665 21.491075 -0.558 -0.962 -0.311 -0.087
H 8.303145 19.835435 20.175145 -0.335 0.163 -0.071 0.107